The following is a DFT calculation (the ωB97M-V functional and the def2-TZVPD basis) of a molecular structure, C25H44EuN3P in a non-equilibrium geometry.

Computed properties:
Multiplicity ... 8
Electronic energy ... -59724.6623 eV
HOMO (spin up / spin down) ... -5.1 / -5.5 eV
Kohn-Sham gap (spin up / spin down) ... 4.66 / 5.11 eV
LUMO level (spin up / spin down) ... -0.463 / -0.438 eV

```
74
Properties=species:S:1:pos:R:3:lowdin_charge:R:1
C 2.44 -0.78 -3.39 -0.251
C 2.63 -2.29 -3.47 -0.226
H 1.71 -0.43 -4.14 0.066
H 3.41 -0.32 -3.63 0.082
H 2.24 -0.32 -2.39 -0.001
H 1.71 -2.90 -3.41 0.029
H 3.10 -2.55 -4.43 0.075
H 3.31 -2.65 -2.70 0.049
C -1.98 1.05 -2.68 -0.143
C -3.17 1.78 -2.57 -0.063
C -4.33 1.14 -2.10 -0.051
C -4.24 -0.20 -1.71 -0.014
H -1.07 1.50 -3.10 0.110
H -3.19 2.83 -2.86 0.110
H -5.28 1.67 -2.02 0.113
H -5.10 -0.74 -1.32 0.099
N -1.91 -0.25 -2.32 -0.006
C -3.01 -0.88 -1.81 -0.209
C -2.87 -2.28 -1.34 -0.209
N -1.59 -2.78 -1.28 0.004
C -1.38 -4.02 -0.79 -0.107
C -3.73 -4.37 -0.48 -0.055
C -2.42 -4.86 -0.39 -0.035
H -0.35 -4.33 -0.74 0.053
H -2.17 -5.85 -0.02 0.107
C -3.96 -3.08 -0.95 -0.015
H -4.97 -2.67 -1.04 0.104
H -4.56 -5.00 -0.18 0.104
Eu 0.37 -1.31 -1.86 1.298
C 1.76 -3.29 -0.86 -0.340
H 1.34 -3.99 -1.60 -0.079
H 1.28 -3.40 0.11 -0.077
H 2.86 -3.31 -0.81 -0.065
C -0.86 3.13 0.04 -0.104
C 0.61 2.76 0.30 -0.596
C 1.29 2.83 -1.08 -0.099
C 1.20 3.84 1.22 -0.096
P 0.72 1.01 1.05 0.861
N 0.57 -0.02 -0.15 -0.454
C 2.44 0.68 1.74 -0.619
C 2.64 1.40 3.07 -0.099
C 2.66 -0.83 1.92 -0.091
C 3.53 1.14 0.75 -0.093
C -0.64 0.69 2.34 -0.599
C -0.79 1.88 3.28 -0.099
C -1.98 0.40 1.64 -0.098
C -0.33 -0.54 3.21 -0.097
H -0.87 4.01 -0.61 0.085
H -1.41 3.40 0.95 0.067
H -1.40 2.34 -0.49 0.045
H 1.03 3.81 -1.51 0.079
H 2.38 2.77 -1.04 0.064
H 0.90 2.05 -1.74 0.039
H 0.72 3.88 2.20 0.068
H 2.28 3.76 1.36 0.060
H 1.04 4.81 0.74 0.085
H 1.98 1.04 3.86 0.058
H 3.66 1.20 3.41 0.086
H 2.52 2.48 3.00 0.059
H 2.42 -1.35 0.99 0.041
H 3.72 -0.99 2.13 0.084
H 2.08 -1.26 2.74 0.059
H 3.38 0.68 -0.24 0.070
H 3.62 2.22 0.64 0.062
H 4.48 0.76 1.14 0.083
H -1.15 2.79 2.79 0.054
H -1.54 1.63 4.05 0.087
H 0.14 2.13 3.81 0.065
H -1.85 -0.36 0.87 0.048
H -2.69 0.00 2.39 0.085
H -2.45 1.29 1.20 0.064
H -0.21 -1.45 2.60 0.084
H 0.53 -0.42 3.86 0.060
H -1.20 -0.70 3.87 0.083
```